62
Properties=species:S:1:pos:R:3:nbo_charge:R:1 method="wB97M-V/def2-TZVPD" e_above_lowest_kj_mol=2323.5 total_charge=0 homo_ha=-0.272
C 4.29657 -1.71123 -0.64955 -0.614
H 4.38824 -1.11527 0.21356 0.227
H 5.06680 -1.74404 -1.25681 0.209
H 3.56723 -1.13465 -1.35551 0.192
C 3.83452 -3.06348 -0.67906 -0.212
C 3.63374 -3.86946 -1.78927 -0.629
H 4.62249 -3.86317 -2.30851 0.228
H 2.69270 -3.42147 -2.45679 0.205
H 3.19671 -4.98820 -1.71607 0.230
C 2.50015 -3.10831 0.35440 -0.155
N 1.30977 -2.65484 -0.23102 -0.480
C 0.15373 -3.40373 -0.53288 -0.272
C -0.47072 -3.30817 0.70858 -0.132
N -0.69252 -2.17671 1.60782 -0.627
C 0.11152 -1.08546 1.18061 0.676
O 0.12862 -0.07690 2.08938 -0.728
C 1.23022 -1.00418 0.14182 -0.122
C 0.66870 -0.28559 -0.98326 -0.536
H 0.75816 -0.76454 -1.97255 0.276
C 1.08347 1.11052 -0.94383 0.661
O 1.58611 1.57882 -2.14521 -0.681
N 0.89207 1.70743 0.22784 -0.577
C 1.05854 3.18423 0.23661 -0.253
C 0.21245 4.01956 -0.54044 -0.454
H -0.09480 3.44762 -1.85346 0.221
H 0.49507 5.12139 -0.85240 0.261
C -1.13763 4.36512 -0.17752 -0.198
N -1.97649 3.00267 0.55157 -0.489
C -2.17420 1.97465 -0.10714 0.161
C -2.20429 2.02235 -1.53248 -0.260
C -2.75598 0.78677 -2.30532 -0.223
C -3.15044 -0.28476 -1.76846 -0.273
C -3.29104 -0.21632 -0.22190 -0.128
C -2.75026 0.94500 0.40490 -0.084
C -2.96531 0.90664 1.94183 -0.431
C -3.22593 2.23279 2.58340 -0.373
C -1.89258 3.01018 1.81093 -0.154
H -0.86129 2.48782 2.58719 0.102
H -1.77588 3.99782 2.38712 0.205
H -3.93869 2.68085 2.20925 0.165
H -3.04111 2.48110 3.69557 0.213
H -2.07950 0.25225 2.67127 0.228
H -3.85116 0.31447 2.22654 0.205
H -3.52834 -1.01061 0.24293 0.179
H -3.46059 -1.26277 -2.24526 0.222
H -2.64451 1.01952 -3.39231 0.219
H -1.81887 2.94348 -2.12991 0.215
H -1.18485 5.22713 0.64553 0.211
H -2.05039 4.54237 -0.96586 0.250
H 2.18212 3.28272 -0.18177 0.237
H 1.00754 3.54015 1.16684 0.210
H 0.34859 1.34798 0.82556 0.415
H -0.70607 -0.19756 -1.08643 0.272
H 2.10574 -0.56935 0.55631 0.270
H -1.25864 -1.91563 2.41692 0.460
H -0.03460 -4.13358 1.74957 0.153
H -1.52236 -3.79569 0.61946 0.186
H -0.39363 -2.77106 -1.11384 0.214
H 0.34340 -4.26082 -0.82989 0.221
H 2.72205 -2.53938 1.63031 0.138
H 2.19534 -4.12380 0.46690 0.175
H 4.54031 -3.67262 0.17419 0.173